(1)
63
Properties=species:S:1:pos:R:3:forces:R:3 method="wB97M-V/def2-TZVPD" s_squared=6.061 de_lowest_kj_mol=0.0 homo_energy_ev="-8.9 / -11.3" multiplicity=5 charge=+1
C -1.046 2.625 -2.984 -0.3262 -0.4084 0.2564
C -1.094 1.590 -2.012 0.7354 0.3726 -0.2708
N 0.066 1.262 -1.340 -0.0751 0.6419 -1.1715
C 1.224 1.856 -1.636 -0.4128 -0.2101 0.3232
C 1.297 2.881 -2.584 -0.2811 0.0779 -0.2655
C 0.142 3.274 -3.257 0.1826 -0.0750 0.2273
C -2.286 0.871 -1.754 -0.1947 0.8698 -0.0732
P -2.318 -0.249 -0.380 -0.3093 -0.0669 0.7313
Pd -0.027 -0.230 0.218 1.2011 0.7466 1.7276
P 2.338 -0.231 -0.141 0.7472 0.7438 0.2290
C 2.487 1.430 -0.912 0.1034 -0.1870 -0.0336
C -0.253 -2.031 1.338 -0.5537 -0.6845 -0.0032
C -0.906 -1.885 2.545 -0.5154 -0.5644 1.1604
C -0.801 -2.908 3.507 0.2112 0.7119 -0.1701
C -0.151 -4.097 3.174 -0.2058 0.3386 0.1235
C 0.349 -4.286 1.884 0.5203 0.4904 -0.8015
C 0.303 -3.239 0.946 -0.0110 -1.3645 0.4524
O -1.678 -0.977 -4.160 -0.9462 0.6717 -0.0823
O 0.849 -1.312 -3.546 -0.5833 -0.2489 -0.5176
H -1.979 2.867 -3.485 0.2191 0.1386 -0.0328
H 2.263 3.331 -2.778 -0.1590 0.0639 -0.0548
H 0.178 4.080 -3.979 -0.0105 -0.0688 0.0018
C -3.344 0.453 0.928 -0.7773 0.2971 -0.3112
C -3.131 -1.769 -0.935 -0.5162 0.0268 -0.1688
H 3.322 1.385 -1.628 -0.1513 0.3230 0.1993
H 2.735 2.138 -0.107 -0.0961 -0.0388 -0.2866
H -2.123 -0.289 -3.615 0.3997 -0.5372 -0.4426
H -3.197 1.198 -2.266 0.2620 -0.0555 0.0451
C 3.502 -0.279 1.235 0.3604 0.1217 0.1108
C 3.039 -1.316 -1.392 0.3492 -0.3089 -0.3276
H -1.467 -0.976 2.751 0.0661 -0.2046 0.1447
H -1.227 -2.764 4.501 0.1309 -0.0605 -0.2780
H -0.049 -4.880 3.923 -0.1776 0.0520 -0.2418
H 0.778 -5.247 1.603 0.0357 0.2313 0.0884
H 0.691 -3.381 -0.065 -0.1366 -0.0833 0.2681
H -0.305 -1.424 -1.059 1.4958 -0.6862 -0.6626
H 1.122 -2.126 -4.000 -0.1612 0.3760 0.1316
H -0.106 -1.167 -3.816 1.1035 -0.2140 0.2357
H -1.896 -0.756 -5.081 0.0726 -0.1299 0.2947
H 0.558 -1.381 -1.003 -1.5735 -0.7568 -0.9167
H -4.384 0.482 0.573 0.0758 0.0751 0.3710
H -3.270 -0.161 1.833 -0.0582 0.0801 -0.2822
H -3.000 1.473 1.142 -0.0136 -0.2758 -0.0845
H -4.210 -1.573 -1.030 0.2334 -0.2617 -0.0613
H -2.733 -2.096 -1.907 -0.0702 0.0710 0.3385
H -2.972 -2.558 -0.187 -0.0282 0.1912 -0.1822
H 4.078 -1.002 -1.578 -0.2442 -0.2065 -0.0471
H 3.042 -2.339 -0.992 0.0601 0.1657 -0.1746
H 2.446 -1.285 -2.325 0.3275 0.0615 0.5739
H 4.549 -0.262 0.890 -0.3372 -0.1044 0.1139
H 3.325 0.573 1.899 -0.0350 -0.2254 -0.0746
H 3.281 -1.191 1.804 0.2047 0.2211 -0.0583
O -1.210 3.071 0.681 0.6509 -0.6354 0.6000
C -0.495 2.665 1.597 0.0138 -0.0102 0.0351
C -0.087 3.488 2.817 -0.2886 0.4546 -0.1814
C 0.585 2.504 3.738 0.2469 -0.3002 0.4040
C 0.685 1.215 2.929 0.2963 -0.1325 0.1940
O 1.238 0.185 3.317 -0.6170 0.9144 -0.6421
N 0.068 1.405 1.708 -0.3657 -0.1888 -0.2217
H 0.604 4.283 2.505 -0.3254 -0.0880 -0.0394
H -0.969 3.949 3.273 0.1483 0.0703 -0.2657
H 1.587 2.826 4.039 -0.2090 -0.2120 0.1377
H -0.017 2.307 4.635 0.3121 -0.0056 -0.0915

***

(2)
124
Properties=species:S:1:pos:R:3:forces:R:3 method="wB97M-V/def2-TZVPD" s_squared=6.017 homo_energy_ev="-7.2 / -7.6" multiplicity=5
Ir 0.718 -0.226 0.048 -0.4569 0.3123 -0.3553
C -0.082 5.379 2.707 -0.0198 0.0048 -0.0175
C -0.149 4.673 1.353 -0.0303 -0.0591 0.0191
C -0.851 5.572 0.325 -0.0123 -0.0001 0.0218
C 1.221 4.267 0.828 0.0419 0.0563 -0.0168
C 2.110 5.302 0.561 -0.0312 -0.0198 -0.0001
C 3.297 5.093 -0.114 0.0137 -0.0277 -0.0111
C 3.562 3.827 -0.600 -0.0033 0.0396 0.0210
C 2.718 2.752 -0.345 -0.0276 0.0335 0.0006
C 3.034 1.462 -1.084 -0.0728 0.0693 0.2407
C 4.484 1.004 -0.959 0.0191 0.0235 0.0058
C 2.604 1.545 -2.548 -0.0042 -0.0122 -0.0188
C 1.575 2.945 0.471 0.0670 -0.0090 -0.0550
N 0.731 1.863 0.827 0.0703 0.0378 -0.0152
C 0.195 1.805 2.076 -0.1061 -0.0808 0.0460
O 0.535 2.381 3.100 -0.0441 0.0951 -0.0020
C -1.039 0.893 2.115 -0.0688 -0.0260 -0.0855
C -2.047 0.816 3.061 0.0768 0.0752 -0.0446
C -3.143 0.003 2.763 -0.0655 -0.0164 0.0436
C -3.246 -0.695 1.560 0.0344 -0.0094 -0.0856
C -2.183 -0.589 0.677 -0.0063 0.1498 0.0329
N -1.164 0.169 1.020 0.1882 -0.1728 0.1354
C -2.032 -1.095 -0.756 -0.0175 -0.1246 0.0882
O -2.988 -1.591 -1.331 -0.0481 0.0160 -0.0231
N -0.797 -0.843 -1.266 -0.1036 -0.0062 0.0536
C -0.648 -0.813 -2.683 0.0881 -0.0633 -0.0626
C -1.113 0.327 -3.364 0.0279 -0.0839 -0.0236
C -0.870 0.433 -4.728 0.0253 -0.0122 -0.0160
C -0.187 -0.558 -5.411 -0.0021 0.0218 -0.0166
C 0.237 -1.686 -4.732 0.0128 -0.0190 0.0167
C 0.013 -1.845 -3.367 -0.0481 0.0538 0.0855
C 0.516 -3.135 -2.731 -0.0063 -0.0313 -0.0885
C -0.455 -3.819 -1.767 -0.0347 0.0847 -0.0038
C 1.901 -2.971 -2.102 0.0444 0.0028 0.0028
C -1.914 1.416 -2.675 0.0107 -0.0060 0.0496
C -3.368 1.376 -3.152 -0.0323 0.0103 -0.0067
C -1.313 2.808 -2.864 0.0125 0.0474 -0.0157
H -1.082 5.682 3.026 -0.0008 -0.0220 0.0074
H 0.525 6.284 2.638 -0.0049 0.0067 0.0069
H 0.347 4.730 3.466 0.0229 -0.0272 0.0180
H -0.771 3.785 1.461 0.0241 0.0276 -0.0052
H -0.383 6.557 0.275 0.0238 -0.0063 -0.0106
H -1.897 5.717 0.604 0.0053 0.0090 0.0052
H -0.817 5.136 -0.673 -0.0163 -0.0390 -0.0270
H 1.844 6.307 0.866 0.0077 0.0148 0.0015
H 3.978 5.913 -0.303 0.0010 -0.0002 -0.0066
H 4.444 3.666 -1.207 0.0055 0.0067 -0.0127
H 2.437 0.675 -0.601 0.2221 -0.1466 -0.1416
H 5.156 1.653 -1.524 0.0060 0.0076 0.0087
H 4.592 -0.004 -1.364 0.0006 -0.0127 -0.0001
H 4.811 1.001 0.082 -0.0125 -0.0114 0.0087
H 3.180 2.314 -3.068 0.0001 0.0004 -0.0015
H 1.547 1.797 -2.642 -0.0065 -0.0036 0.0119
H 2.764 0.591 -3.055 0.0074 -0.0073 -0.0047
H -1.987 1.391 3.975 -0.0065 -0.0087 0.0070
H -3.952 -0.067 3.480 0.0005 -0.0025 -0.0008
H -4.115 -1.287 1.308 -0.0093 0.0065 -0.0002
H -1.226 1.305 -5.263 0.0028 -0.0034 -0.0083
H 0.001 -0.458 -6.473 -0.0055 -0.0016 -0.0061
H 0.749 -2.476 -5.270 -0.0041 0.0033 -0.0071
H 0.644 -3.821 -3.576 -0.0253 0.0172 0.0195
H -0.452 -3.334 -0.791 -0.0074 0.0257 0.0027
H -0.159 -4.862 -1.626 0.0077 -0.0051 -0.0053
H -1.477 -3.795 -2.142 -0.0183 -0.0070 -0.0193
H 1.870 -2.313 -1.231 -0.0050 -0.0074 0.0015
H 2.610 -2.552 -2.820 -0.0015 0.0094 -0.0037
H 2.284 -3.940 -1.771 0.0053 -0.0156 0.0036
H -1.909 1.223 -1.603 0.0029 -0.0233 0.0457
H -3.433 1.614 -4.216 0.0062 -0.0029 -0.0054
H -3.967 2.110 -2.608 -0.0029 0.0005 0.0048
H -3.800 0.388 -2.995 0.0047 -0.0046 0.0039
H -1.233 3.077 -3.920 0.0030 -0.0001 0.0074
H -0.320 2.883 -2.416 -0.0031 -0.0140 -0.0045
H -1.950 3.551 -2.381 -0.0021 0.0204 0.0020
N 1.836 -1.151 1.234 0.2092 -0.1607 0.1032
P 2.098 -2.174 2.394 0.0440 0.1048 0.0657
N 3.618 -2.789 2.189 -0.0755 0.0567 0.1432
C 4.534 -2.203 1.199 -0.0202 0.0255 -0.0695
C 5.779 -3.069 1.089 0.0021 0.0052 -0.0285
C 6.549 -3.130 2.418 0.0092 -0.0202 -0.0022
C 5.600 -2.972 3.614 -0.0225 -0.0014 0.0151
C 4.234 -3.554 3.277 -0.0100 -0.0253 -0.0058
N 1.891 -1.419 3.851 0.0118 -0.0848 -0.0586
C 2.492 -0.077 3.980 0.0697 0.0685 -0.0454
C 1.977 0.595 5.240 0.0221 -0.0348 0.0157
C 2.445 -0.166 6.489 0.0188 0.0257 0.0050
C 2.573 -1.669 6.199 -0.0101 -0.0298 0.0035
C 1.581 -2.087 5.121 -0.0518 -0.0592 -0.0217
N 1.089 -3.491 2.509 -0.0059 0.0575 -0.1181
C -0.347 -3.143 2.629 0.0005 0.0160 0.0457
C -1.226 -4.376 2.411 -0.0317 0.0120 0.0352
C -0.531 -5.610 2.968 -0.0069 -0.0218 0.0112
C 0.741 -5.889 2.155 0.0154 -0.0071 -0.0236
C 1.303 -4.596 1.562 -0.0085 0.0118 -0.0421
H 4.812 -1.178 1.476 0.0076 -0.0152 -0.0018
H 4.017 -2.142 0.241 0.0233 0.0063 0.0147
H 6.414 -2.677 0.293 0.0044 -0.0108 0.0024
H 5.476 -4.073 0.779 -0.0094 -0.0032 0.0121
H 7.315 -2.353 2.451 -0.0163 0.0170 -0.0032
H 7.072 -4.085 2.489 0.0116 0.0104 -0.0053
H 5.465 -1.915 3.859 0.0025 0.0025 0.0027
H 6.009 -3.453 4.504 -0.0073 -0.0157 -0.0093
H 3.574 -3.531 4.145 0.0436 0.0000 -0.0194
H 4.337 -4.609 2.990 0.0046 0.0063 0.0121
H 2.241 0.508 3.096 0.0228 -0.0213 0.0600
H 3.589 -0.153 4.024 -0.0122 0.0135 -0.0011
H 0.887 0.628 5.186 -0.0140 0.0091 -0.0049
H 2.308 1.632 5.256 -0.0005 0.0031 -0.0081
H 1.740 -0.001 7.306 -0.0046 -0.0018 0.0007
H 3.408 0.224 6.827 -0.0044 -0.0041 -0.0040
H 2.404 -2.257 7.103 -0.0051 -0.0021 -0.0061
H 3.584 -1.906 5.853 0.0008 0.0071 0.0010
H 0.568 -1.815 5.443 0.0145 -0.0153 0.0007
H 1.586 -3.165 4.964 -0.0234 0.0080 0.0199
H -0.610 -2.360 1.907 0.0017 -0.0315 0.0223
H -0.522 -2.742 3.628 0.0067 0.0151 0.0039
H -1.432 -4.517 1.346 0.0068 0.0045 -0.0118
H -2.190 -4.205 2.894 0.0011 -0.0048 -0.0060
H -1.194 -6.476 2.955 -0.0023 0.0028 -0.0073
H -0.272 -5.428 4.015 0.0086 0.0108 -0.0010
H 0.522 -6.578 1.334 -0.0028 -0.0061 -0.0031
H 1.493 -6.370 2.783 -0.0019 0.0048 0.0121
H 0.823 -4.363 0.602 0.0549 -0.0673 0.1258
H 2.369 -4.690 1.368 0.0098 0.0013 -0.0211

***

(3)
21
Properties=species:S:1:pos:R:3:forces:R:3 method="wB97M-V/def2-TZVPD" de_lowest_kj_mol=67.2 homo_energy_ev=-13.9 multiplicity=1 charge=+1
C -0.374 0.756 -1.119 0.3075 0.3351 -0.0663
C 0.801 0.773 -0.182 0.3827 -0.1421 1.3184
C 0.598 0.338 1.337 0.0642 0.3747 -1.7542
C -0.835 0.274 1.767 -0.6978 0.1310 0.4974
N -1.169 0.955 2.884 0.4057 -0.0858 -0.4378
O -1.671 -0.383 1.147 0.1252 -0.0830 0.1232
N -0.941 -0.615 -1.336 -1.0705 0.2226 -0.8366
H -0.067 1.156 -2.081 0.0518 -0.1729 -0.1150
H -1.178 1.380 -0.763 -0.3448 0.0634 0.1292
H 1.247 1.771 -0.175 -0.3587 0.0443 -0.1784
H 1.588 0.134 -0.550 0.1893 -0.2242 -0.4211
H 1.167 1.052 1.907 0.2336 -0.0498 0.5205
H 1.042 -0.653 1.409 -0.1238 -0.0121 0.4608
H -2.100 0.868 3.255 -0.0667 0.1135 -0.0694
H -0.546 1.657 3.247 -0.0736 -0.1662 0.2540
H -1.762 -0.733 -0.735 0.3620 -0.1092 0.7594
H -1.318 -0.696 -2.283 0.4981 -0.1499 -0.0935
H -0.282 -1.366 -1.150 0.2509 0.0364 -0.1044
H 1.467 -2.810 -1.989 0.1569 -0.1002 0.1307
H 2.475 -1.928 -2.668 0.0226 0.2230 0.1484
O 1.859 -1.931 -1.923 -0.3146 -0.2485 -0.2652

***

(4)
10
Properties=species:S:1:pos:R:3:forces:R:3 method="wB97M-V/def2-TZVPD" de_lowest_kj_mol=433.8 homo_energy_ev=-16.1 multiplicity=1 charge=+1
C 1.155 -0.611 -0.161 -3.6805 -4.0004 -0.8082
C -1.206 -0.210 -0.809 0.4651 0.4729 0.5024
N 1.114 -1.847 -0.365 -0.4081 1.0327 -1.0182
N -0.199 0.214 -0.167 0.3030 0.3115 0.0528
O -2.070 -0.643 -1.398 0.1748 0.0585 0.0622
H 1.907 0.016 0.164 1.6843 1.0553 0.5853
H -0.448 2.624 1.656 0.7234 -3.1512 -1.4093
H -0.261 1.811 1.305 -0.6958 4.4161 2.7386
H 0.264 -2.397 -0.772 1.7832 1.5131 1.2832
H -0.256 1.043 0.547 -0.3494 -1.7084 -1.9887

***

Repeat the fourth record exactly.
10
Properties=species:S:1:pos:R:3:forces:R:3 method="wB97M-V/def2-TZVPD" de_lowest_kj_mol=433.8 homo_energy_ev=-16.1 multiplicity=1 charge=+1
C 1.155 -0.611 -0.161 -3.6805 -4.0004 -0.8082
C -1.206 -0.210 -0.809 0.4651 0.4729 0.5024
N 1.114 -1.847 -0.365 -0.4081 1.0327 -1.0182
N -0.199 0.214 -0.167 0.3030 0.3115 0.0528
O -2.070 -0.643 -1.398 0.1748 0.0585 0.0622
H 1.907 0.016 0.164 1.6843 1.0553 0.5853
H -0.448 2.624 1.656 0.7234 -3.1512 -1.4093
H -0.261 1.811 1.305 -0.6958 4.4161 2.7386
H 0.264 -2.397 -0.772 1.7832 1.5131 1.2832
H -0.256 1.043 0.547 -0.3494 -1.7084 -1.9887